(1)
18
Properties=species:S:1:pos:R:3 method="wB97M-V/def2-TZVPD" lumo_ev=-0.5 gap_ev=8.43 spin_multiplicity=1 de_lowest_ev=1.4598 total_charge=0 smiles="O=S1(=O)c2ccccc2N=CN1Br" homo_ev=-8.9473
Br 5.479 0.325 -0.177
S 2.841 -1.165 0.278
O 3.313 -2.002 -0.703
O 3.200 -1.450 1.612
N 1.687 1.700 0.428
N 3.607 0.495 -0.042
C 0.860 0.620 0.318
C 1.103 -0.737 0.020
C 0.091 -1.678 -0.298
C 2.925 1.671 0.158
C -0.517 0.980 0.156
C -1.515 0.068 -0.053
C -1.248 -1.313 -0.218
H -1.893 -2.142 -0.479
H 3.570 2.677 0.087
H -0.870 2.063 0.243
H -2.553 0.560 -0.050
H 0.492 -2.723 -0.529

=====

(2)
11
Properties=species:S:1:pos:R:3 method="wB97M-V/def2-TZVPD" lumo_ev=-1.4 gap_ev=10.49 spin_multiplicity=1 de_lowest_ev=2.9545 total_charge=0 homo_ev=-11.8395
Cl -2.130 -1.096 -0.106
F 0.639 1.727 0.482
F -1.784 1.724 -0.783
F 1.130 -1.849 -0.073
F -0.173 0.099 1.769
N 2.751 0.119 -0.066
N 2.184 0.007 -1.190
C 1.483 -0.375 -0.042
C 0.179 0.386 0.474
C -1.038 0.392 -0.487
H -0.379 0.015 -1.632

=====

(3)
16
Properties=species:S:1:pos:R:3 method="wB97M-V/def2-TZVPD" lumo_ev="0.8 / 0.5" gap_ev="9.27 / 7.60" spin_multiplicity=1 de_lowest_ev=4.4437 total_charge=0 homo_ev="-8.4929 / -7.1018"
F 1.343 2.058 0.350
N 1.129 -0.173 1.088
C 0.363 -1.334 1.068
C 1.129 0.215 -1.258
C 0.816 0.788 0.112
C -1.918 1.521 -0.201
H 1.321 0.120 2.007
H 0.311 -0.362 -1.782
H 1.256 0.996 -2.070
H -1.617 1.552 0.760
H 0.859 -2.106 1.587
H -1.640 2.475 -0.737
H 1.980 -0.364 -1.072
H 0.268 -1.624 0.053
H -0.631 -1.154 1.527
H -1.917 0.601 -0.834

=====

(4)
60
Properties=species:S:1:pos:R:3 method="wB97M-V/def2-TZVPD" lumo_ev="3.4 / 3.7" s_squared=0.77 gap_ev="6.52 / 6.59" spin_multiplicity=2 de_lowest_ev=0.9355 total_charge=-2 homo_ev="-3.1674 / -2.8539"
Re 0.084 -0.880 -0.357
Br 2.059 -6.682 3.940
Cl 3.599 -1.200 -4.321
Cl 4.426 -2.728 -1.968
S -1.424 0.169 1.111
S -0.485 0.922 -1.774
S 2.014 0.582 2.092
F -1.130 -3.436 -1.377
F 0.580 -3.271 -3.208
F -1.347 -2.838 -4.063
F -2.280 -1.693 -2.028
F 0.090 -1.257 -3.808
O 2.575 0.626 -1.768
O 1.629 -0.283 0.921
O 1.795 -1.485 -1.521
O -2.212 -2.792 1.129
O 0.045 -2.559 1.012
O 0.965 0.712 3.068
O 3.312 0.192 2.584
N -1.795 -5.325 4.368
N -6.847 3.036 0.603
N -5.837 3.538 -3.332
C -4.585 2.172 -0.324
C 2.208 2.159 1.299
C -0.848 -4.089 2.537
C -0.998 -2.120 -1.803
C 1.229 4.084 0.262
C -1.891 -4.410 3.400
C -2.481 1.040 0.066
C -2.085 1.323 -1.247
C -5.126 3.021 -2.589
C 2.602 5.711 -1.078
C -3.717 1.511 0.525
C -0.632 -5.966 4.500
C 1.089 2.936 1.025
C -4.219 2.381 -1.671
C 2.640 -0.589 -1.862
C -0.393 -2.359 -3.229
C 0.449 -5.704 3.681
C -2.973 1.972 -2.109
C -5.850 2.647 0.180
C 3.908 -1.135 -2.556
C 3.458 2.530 0.825
C 3.588 3.696 0.082
C 2.477 4.474 -0.221
C 0.359 -4.751 2.684
C -1.068 -3.055 1.448
H 4.563 3.997 -0.286
H 4.722 -0.441 -2.409
H -0.568 -6.716 5.281
H 0.123 2.629 1.410
H 4.304 1.890 1.043
H -2.838 -3.901 3.282
H -3.996 1.337 1.557
H 2.184 6.584 -0.571
H 3.644 5.917 -1.322
H 0.354 4.677 0.017
H -2.687 2.135 -3.141
H 1.185 -4.516 2.026
H 2.052 5.582 -2.014

=====

(5)
18
Properties=species:S:1:pos:R:3 method="wB97M-V/def2-TZVPD" lumo_ev=0.8 gap_ev=7.81 spin_multiplicity=1 de_lowest_ev=3.1141 total_charge=0 smiles="C=C/C=C(/C)N.O" homo_ev=-6.9978
O 2.996 0.278 1.145
N -1.849 -0.937 0.607
C -0.579 -0.965 0.039
C -1.044 1.258 -0.867
C 0.353 -2.085 0.412
C -0.124 0.141 -0.604
C -0.686 2.483 -1.381
H 0.844 0.182 -1.020
H -2.262 -0.035 0.725
H -0.246 -2.933 0.721
H -2.119 1.108 -0.860
H 0.119 2.495 -2.024
H -1.327 3.422 -1.188
H 1.209 -1.748 1.122
H -2.351 -1.706 1.043
H 0.854 -2.365 -0.407
H 3.824 0.481 0.785
H 2.908 0.447 2.094

=====

(6)
93
Properties=species:S:1:pos:R:3 method="wB97M-V/def2-TZVPD" lumo_ev="3.8 / 3.7" s_squared=0.75 gap_ev="1.25 / 7.66" spin_multiplicity=2 total_charge=-2 homo_ev="2.5901 / -3.9155"
F -1.698 -0.560 -2.198
F -0.388 1.311 -1.871
F 0.544 -0.700 -1.710
F -0.198 0.059 -3.668
O 1.523 1.613 5.854
O -2.665 -2.678 -6.628
O 3.790 -2.708 1.727
O 4.026 2.356 -2.344
O -2.481 -3.049 0.066
O -4.579 1.846 -3.430
O -2.492 2.960 -5.434
O -0.461 2.788 1.045
O -0.583 -1.636 3.841
N 1.181 1.589 3.144
N -1.272 -1.158 -5.751
N -0.859 3.355 -6.887
N -2.492 -5.168 -0.234
N -0.328 2.663 -4.916
N 0.578 -2.741 1.293
N 2.358 1.238 -3.173
N -5.871 1.800 -1.568
N 2.067 2.195 -1.292
N -4.071 0.650 -1.617
N -1.075 -3.881 -1.398
N -2.948 -2.002 -4.652
C 0.902 -3.149 2.642
C 1.602 2.774 2.300
C -4.811 1.483 -2.308
C 1.750 2.105 7.147
C 2.916 -1.988 0.869
C -2.263 -2.030 -5.687
C -1.306 2.938 -5.718
C 0.359 3.570 1.916
C 2.894 1.873 -2.269
C 1.718 -2.829 0.372
C 5.219 -2.596 1.669
C -1.572 -1.311 4.844
C 2.347 0.968 3.722
C -2.051 -4.013 -0.527
C -0.410 -3.014 3.495
C 2.672 1.606 5.045
C -1.531 3.480 0.518
B -0.448 -0.027 -2.306
H -1.168 -0.477 -5.012
H 1.692 -2.520 3.052
H 3.387 -1.415 0.070
H -0.761 -4.642 -1.982
H 2.669 1.708 7.579
H 1.100 1.959 -1.464
H -0.355 -3.688 4.350
H 1.308 -4.159 2.678
H -2.232 -5.992 -0.756
H 0.686 4.502 1.455
H 0.606 1.932 3.900
H -2.208 3.983 1.209
H 3.449 0.996 5.506
H 3.055 2.624 4.967
H 0.624 2.768 -5.237
H 2.103 -3.848 0.357
H -1.098 -2.939 -1.760
H 2.026 2.413 1.363
H -3.801 -2.536 -4.743
H 5.628 -2.739 0.669
H -1.233 -0.324 5.160
H 1.426 1.000 -2.867
H -0.444 2.217 -4.018
H -0.744 -1.080 -6.608
H 2.349 2.795 -0.530
H -3.179 -5.241 0.502
H -1.234 4.191 -0.252
H 2.824 0.784 -3.945
H 1.415 -2.610 -0.652
H 0.131 3.384 -7.084
H 5.708 -3.336 2.303
H -1.387 3.971 -7.487
H -2.557 -1.453 -3.899
H 2.293 3.421 2.841
H -5.806 1.506 -0.604
H -1.456 -1.962 5.711
H 3.148 0.990 2.984
H 2.492 -1.149 1.421
H -1.326 -3.323 2.991
H -4.273 0.565 -0.631
H -0.288 3.873 2.739
H -2.577 -1.345 4.425
H -3.315 0.195 -2.108
H 1.870 3.184 7.049
H 5.411 -1.541 1.860
H 0.962 1.800 7.836
H 2.045 -0.072 3.850
H -0.027 -3.429 0.868
H -6.544 2.435 -1.975
H -1.987 2.641 -0.008

=====

(7)
19
Properties=species:S:1:pos:R:3 method="wB97M-V/def2-TZVPD" lumo_ev=0.8 gap_ev=9.57 spin_multiplicity=1 de_lowest_ev=3.8947 total_charge=0 smiles=C[C@@H]1NC[C@@]1(N)CCl homo_ev=-8.7255
Cl 2.402 1.081 0.399
N -1.705 -1.351 0.478
N -0.614 1.244 0.132
C -0.177 -0.036 0.040
C 1.299 -0.152 -0.500
C -0.614 -0.996 1.407
C -2.005 -0.192 -1.624
C -1.125 -0.836 -0.704
H 1.578 0.089 -1.547
H -3.031 -0.749 -1.403
H -2.036 -2.358 0.521
H -1.695 -0.045 -2.725
H 1.480 -1.310 -0.158
H -0.825 -0.376 2.276
H -1.701 1.023 0.105
H -0.120 1.627 1.131
H 0.246 -1.600 1.608
H -0.406 -1.585 -1.161
H -2.364 0.923 -1.404

=====

(8)
13
Properties=species:S:1:pos:R:3 method="wB97M-V/def2-TZVPD" lumo_ev=0.8 gap_ev=10.15 spin_multiplicity=1 de_lowest_ev=8.0249 total_charge=0 smiles="C1=NNC[C@H]2O[C@H]12" homo_ev=-9.3426
O 0.240 0.034 2.163
N -1.005 0.700 -1.043
N 0.369 0.247 -1.279
C -1.085 1.325 0.067
C 0.834 -1.065 -0.212
C -0.107 -0.544 0.863
C -0.012 0.974 1.020
H 1.848 -1.073 -0.100
H -2.024 1.736 0.531
H 1.014 0.987 0.385
H 0.440 -0.258 -2.339
H 0.579 -2.103 -0.590
H -1.092 -0.958 0.535

=====

| no. | strongest force on any atom (eV/A) |
| --- | --- |
| 1 | 4.4 |
| 2 | 6.4 |
| 3 | 4.5 |
| 4 | 2.1 |
| 5 | 4.0 |
| 6 | 8.9 |
| 7 | 6.1 |
| 8 | 5.9 |